No. 1
Computed, not measured: a structure of composition C83H150Cl14CsNO31S7 in a non-equilibrium geometry, with ωB97M-V/def2-TZVPD.

Output
E = -14889.70492 a.u.

Element x y z (Å)
1 Cs -4.37317 -14.76175 -5.99811
2 C -9.75452 -12.45963 -6.34171
3 C -9.25286 -12.42874 -7.83100
4 C -9.77822 -11.08916 -8.33788
5 C -9.06318 -10.55059 -9.57330
6 C -7.60328 -10.49677 -9.29376
7 C -6.97383 -11.88342 -8.90270
8 N -7.77425 -12.55021 -7.83848
9 O -7.20424 -13.76732 -7.25184
10 C -5.48396 -11.48732 -8.42594
11 C -6.83559 -12.76571 -10.15340
12 C -10.05375 -13.56662 -8.52965
13 H -9.39239 -13.31479 -5.77106
14 H -10.83990 -12.38039 -6.28039
15 H -9.34893 -11.74146 -5.62908
16 H -9.78254 -10.24499 -7.64835
17 H -10.81764 -11.09358 -8.66600
18 H -9.41137 -9.53528 -9.76304
19 H -9.34182 -11.19456 -10.40742
20 H -7.46683 -9.87203 -8.41105
21 H -7.10082 -10.09220 -10.17237
22 H -4.74943 -12.29196 -8.39220
23 H -5.51381 -11.08082 -7.41502
24 H -4.99658 -10.69567 -8.99500
25 H -7.51471 -12.60325 -10.99036
26 H -6.77789 -13.84549 -10.01604
27 H -5.88831 -12.48910 -10.61626
28 H -9.59385 -13.85876 -9.47371
29 H -11.06946 -13.24132 -8.75456
30 H -10.05792 -14.47146 -7.92190
31 C -13.21346 -17.93642 -12.31279
32 C -12.73905 -19.38428 -11.92760
33 C -11.51940 -19.22124 -10.97637
34 S -10.57298 -17.79682 -11.87520
35 O -9.63433 -18.40402 -12.80982
36 O -10.20802 -16.72060 -10.95641
37 C -12.06869 -17.20474 -12.83067
38 H -13.52073 -17.32535 -11.46410
39 H -14.11535 -17.92067 -12.92473
40 H -12.44728 -19.89582 -12.84482
41 H -13.59991 -19.81308 -11.41463
42 H -10.74222 -19.98402 -10.92893
43 H -11.81963 -18.72491 -10.05353
44 H -11.84153 -17.47994 -13.86060
45 H -12.14107 -16.11811 -12.78494
46 C -2.15345 -5.13090 -13.45240
47 C -1.71879 -5.85761 -14.65873
48 C -2.89232 -6.85332 -14.88049
49 S -3.71086 -7.18497 -13.14171
50 O -3.51721 -8.56267 -12.66760
51 O -4.98632 -6.52519 -13.17074
52 C -2.57033 -6.02200 -12.33388
53 H -2.93981 -4.46375 -13.80549
54 H -1.44670 -4.37009 -13.12106
55 H -0.71762 -6.27772 -14.56242
56 H -1.74948 -5.11695 -15.45783
57 H -2.65805 -7.79170 -15.38316
58 H -3.77934 -6.52732 -15.42365
59 H -1.76814 -6.60290 -11.87874
60 H -3.12127 -5.52324 -11.53650
61 C -13.19265 -16.36407 -8.48081
62 C -13.55698 -15.31132 -7.48167
63 C -14.97969 -15.68182 -6.93006
64 S -15.19661 -17.57925 -7.20450
65 O -16.18636 -17.79946 -8.22482
66 O -15.25441 -18.30877 -5.94593
67 C -13.50292 -17.76525 -7.91044
68 H -12.19535 -16.26156 -8.90857
69 H -13.77796 -16.11846 -9.36692
70 H -13.61002 -14.32152 -7.93509
71 H -12.75279 -15.28954 -6.74620
72 H -15.76183 -15.17475 -7.49507
73 H -15.09566 -15.54029 -5.85553
74 H -13.55515 -18.61208 -8.59474
75 H -12.88878 -18.01683 -7.04578
76 C -10.80393 -14.08022 -2.29289
77 C -11.76124 -14.33897 -1.15628
78 C -12.69369 -15.44185 -1.57251
79 S -13.16396 -15.04689 -3.31349
80 O -14.24969 -14.03131 -3.31222
81 O -13.21235 -16.30106 -4.07376
82 C -11.58835 -14.19511 -3.61900
83 H -9.87666 -14.65287 -2.27426
84 H -10.31618 -13.12366 -2.10529
85 H -12.31742 -13.41845 -0.97901
86 H -11.31252 -14.58339 -0.19348
87 H -13.61503 -15.65791 -1.03163
88 H -12.17689 -16.40110 -1.60210
89 H -11.79104 -13.29406 -4.19791
90 H -11.14569 -14.81580 -4.39803
91 C -12.54614 -7.81836 -9.82014
92 C -13.46234 -8.94053 -9.33350
93 C -14.72058 -8.84938 -10.11950
94 S -14.08061 -8.51812 -11.85262
95 O -14.93822 -7.44258 -12.36319
96 O -13.97087 -9.78999 -12.56570
97 C -12.37690 -7.96256 -11.36066
98 H -11.55335 -7.89554 -9.37684
99 H -13.04734 -6.86921 -9.63036
100 H -13.60772 -8.91707 -8.25349
101 H -12.91658 -9.87970 -9.42404
102 H -15.23204 -7.92341 -9.85666
103 H -15.37903 -9.71798 -10.12930
104 H -11.95537 -7.14987 -11.95222
105 H -11.75642 -8.83511 -11.56501
106 C -0.58179 -10.47953 -3.39469
107 C 0.49488 -11.25878 -2.63164
108 C 0.03673 -12.73642 -2.56925
109 S -0.66639 -13.07770 -4.27301
110 O -1.97957 -13.69440 -4.07689
111 O 0.32124 -13.71659 -5.14579
112 C -0.84961 -11.25242 -4.67653
113 H -0.28672 -9.44666 -3.57965
114 H -1.45626 -10.49177 -2.74412
115 H 0.83802 -10.80189 -1.70342
116 H 1.38600 -11.18896 -3.25543
117 H -0.80490 -12.85607 -1.88701
118 H 0.74181 -13.48279 -2.20336
119 H -1.72073 -11.06916 -5.30555
120 H -0.04098 -11.00283 -5.36348
121 C -6.44633 -10.14103 -4.53241
122 C -4.95770 -10.33520 -4.53541
123 C -4.60271 -10.86182 -3.13961
124 S -5.98036 -12.12892 -2.73622
125 O -6.50535 -11.82565 -1.43199
126 O -5.73766 -13.49350 -3.14385
127 C -7.10169 -11.41100 -4.07722
128 H -6.78369 -9.86588 -5.53170
129 H -6.62405 -9.28890 -3.87636
130 H -4.40667 -9.43362 -4.80305
131 H -4.80391 -11.03173 -5.35959
132 H -4.67013 -10.07532 -2.38797
133 H -3.70220 -11.47463 -3.09913
134 H -8.13467 -11.45407 -3.73197
135 H -7.13544 -11.90717 -5.04716
136 O -2.22725 -13.06819 -7.68848
137 C -1.63996 -12.50887 -8.66198
138 O -0.68341 -11.61715 -8.44027
139 C -0.38243 -10.88783 -9.63010
140 C -1.34097 -11.28689 -10.72301
141 C -1.96832 -12.59228 -10.15468
142 H 0.65970 -11.13826 -9.82841
143 H -0.51177 -9.82602 -9.42049
144 H -0.83968 -11.43726 -11.67915
145 H -2.14108 -10.56239 -10.87477
146 H -1.40223 -13.39839 -10.62140
147 H -3.05044 -12.68149 -10.25033
148 O -7.81340 -10.76662 -13.17557
149 C -7.89370 -9.55809 -13.47151
150 O -8.30655 -9.11834 -14.69753
151 C -8.37047 -7.72158 -14.71467
152 C -8.63451 -7.36349 -13.19048
153 C -7.73132 -8.35935 -12.49391
154 H -9.29574 -7.49145 -15.24290
155 H -7.49300 -7.26197 -15.16952
156 H -9.65730 -7.61271 -12.90784
157 H -8.53722 -6.31358 -12.91417
158 H -8.06184 -8.55507 -11.47384
159 H -6.72667 -7.93658 -12.48798
160 O -3.75001 -15.82253 -10.82602
161 C -4.92425 -16.06574 -11.09850
162 O -5.47487 -15.98405 -12.34506
163 C -6.84158 -16.30886 -12.31108
164 C -6.98834 -17.17734 -11.04347
165 C -5.99425 -16.57335 -10.07446
166 H -7.15914 -16.83275 -13.21263
167 H -7.41420 -15.39418 -12.15761
168 H -6.75026 -18.22107 -11.24858
169 H -7.97013 -17.23542 -10.57355
170 H -5.54312 -17.31405 -9.41420
171 H -6.38018 -15.70003 -9.54867
172 O -13.61559 -11.08739 -2.72322
173 C -12.72313 -10.24386 -2.70521
174 O -11.52206 -10.31819 -3.44473
175 C -10.80642 -9.11366 -3.33193
176 C -11.90396 -8.11113 -2.91133
177 C -12.81047 -8.91490 -1.98045
178 H -10.30923 -8.86097 -4.26845
179 H -10.08273 -9.22655 -2.52470
180 H -12.46231 -7.67662 -3.74052
181 H -11.56359 -7.19541 -2.42789
182 H -13.82190 -8.51035 -1.94269
183 H -12.39195 -9.08566 -0.98859
184 O -2.90565 -8.76377 -7.25000
185 C -3.72497 -8.16456 -7.98382
186 O -4.87630 -7.62598 -7.50938
187 C -5.71573 -7.06810 -8.59010
188 C -4.96071 -7.51151 -9.82090
189 C -3.56492 -7.82916 -9.45213
190 H -5.70859 -5.98728 -8.44909
191 H -6.74430 -7.42846 -8.57403
192 H -5.04326 -6.77567 -10.62079
193 H -5.40486 -8.41779 -10.23258
194 H -2.93409 -6.95413 -9.60851
195 H -3.09998 -8.69057 -9.93162
196 O -10.63790 -19.18295 -7.88931
197 C -9.65508 -18.57953 -7.44014
198 O -8.94793 -19.13924 -6.39972
199 C -8.03137 -18.16417 -5.78800
200 C -8.40679 -16.81143 -6.38827
201 C -9.17092 -17.17406 -7.70808
202 H -6.99103 -18.44070 -5.95921
203 H -8.16138 -18.26479 -4.71047
204 H -7.49751 -16.25686 -6.62012
205 H -9.02203 -16.25377 -5.68216
206 H -8.64858 -17.20828 -8.66415
207 H -10.05700 -16.54369 -7.78296
208 O -2.74239 -3.75895 -2.51713
209 C -3.06105 -4.94824 -2.82316
210 O -3.97259 -5.59263 -2.05380
211 C -4.27929 -6.89534 -2.49605
212 C -3.46999 -7.07314 -3.80281
213 C -2.57388 -5.87841 -3.89088
214 H -5.35994 -6.96926 -2.61779
215 H -3.94737 -7.48971 -1.64478
216 H -4.14156 -7.18909 -4.65347
217 H -2.82503 -7.95122 -3.76968
218 H -2.48222 -5.45543 -4.89127
219 H -1.54820 -6.09000 -3.58871
220 O -4.10389 -10.52855 -15.87610
221 C -4.01054 -11.53501 -15.16160
222 O -4.77450 -12.71003 -15.39163
223 C -4.69737 -13.59421 -14.29536
224 C -4.18865 -12.67223 -13.13670
225 C -3.18438 -11.71417 -13.89284
226 H -4.04177 -14.44969 -14.45788
227 H -5.64455 -13.94498 -13.88557
228 H -3.74145 -13.29051 -12.35834
229 H -4.99512 -12.16602 -12.60617
230 H -2.24924 -12.19348 -14.18246
231 H -2.93631 -10.83098 -13.30416
232 Cl -12.58628 -6.85591 -6.59335
233 C -11.32042 -5.67423 -7.10437
234 C -12.00277 -4.33163 -7.10219
235 Cl -12.19995 -3.79493 -5.41822
236 H -10.87270 -6.01750 -8.03701
237 H -10.54781 -5.63580 -6.33645
238 H -13.01768 -4.30741 -7.49902
239 H -11.35773 -3.68509 -7.69718
240 Cl -11.75480 -13.65388 -14.84127
241 C -10.47810 -12.94135 -13.74275
242 C -9.45765 -13.90264 -13.26945
243 Cl -8.65301 -14.48493 -14.71362
244 H -10.90207 -12.48459 -12.84848
245 H -10.10509 -12.06413 -14.27139
246 H -9.94282 -14.72783 -12.74812
247 H -8.68389 -13.47342 -12.63293
248 Cl -13.44739 -12.32810 -5.89565
249 C -15.03512 -11.72522 -6.52448
250 C -15.46908 -10.56397 -5.66548
251 Cl -17.03329 -9.97393 -6.30498
252 H -15.83263 -12.45813 -6.64669
253 H -14.96162 -11.63676 -7.60840
254 H -14.84760 -9.67529 -5.77551
255 H -15.48178 -10.89315 -4.62645
256 Cl -15.58427 -15.73763 -11.94443
257 C -15.61249 -13.94077 -11.84233
258 C -14.18499 -13.40294 -12.11977
259 Cl -13.16026 -13.95412 -10.67998
260 H -15.98936 -13.67029 -10.85597
261 H -16.21702 -13.63004 -12.69444
262 H -14.19618 -12.31505 -12.18643
263 H -13.75972 -13.76511 -13.05577
264 Cl -8.31418 -4.92661 -8.94388
265 C -8.42609 -3.74420 -10.30479
266 C -8.45809 -2.36171 -9.59177
267 Cl -7.01854 -1.94309 -8.70441
268 H -9.29749 -3.99077 -10.91139
269 H -7.46807 -3.75478 -10.82459
270 H -9.32285 -2.18482 -8.95224
271 H -8.60433 -1.63635 -10.39212
272 Cl -7.74240 -6.40616 -5.70734
273 C -6.82062 -5.08710 -4.81544
274 C -7.66423 -3.80367 -4.44892
275 Cl -8.77619 -3.31348 -5.73455
276 H -6.06776 -4.74750 -5.52675
277 H -6.27478 -5.49277 -3.96363
278 H -6.99799 -2.97200 -4.21967
279 H -8.20707 -3.99708 -3.52371
280 Cl -1.12120 -18.63680 -9.69734
281 C -1.36715 -17.86722 -8.14765
282 C -1.31608 -16.34865 -8.30062
283 Cl 0.19598 -15.72029 -9.06094
284 H -0.61254 -18.21846 -7.44387
285 H -2.27402 -18.26059 -7.68837
286 H -1.39812 -15.92112 -7.30132
287 H -2.14958 -16.01197 -8.91708

No. 2
Computed, not measured: an isolated molecule of C21H25FN2O3S in a non-equilibrium geometry, with ωB97M-V/def2-TZVPD.

Output
ΔE to the lowest compared entry with this formula, charge and spin = 32.3 kcal/mol
SMILES string = CCCC(=O)c1cc(F)c(N2CCN(S(=O)(=O)c3ccccc3)CC2)cc1C
E = -1648.48927 a.u.

Element x y z (Å)
1 C -6.51415 -2.64737 -1.46787
2 C -5.81792 -2.07642 -0.23993
3 C -4.68374 -1.13008 -0.62528
4 C -4.01605 -0.52417 0.59978
5 O -4.48525 -0.69817 1.70639
6 C -2.79271 0.26759 0.35935
7 C -2.45039 0.67764 -0.93303
8 C -1.32460 1.42160 -1.16861
9 F -1.11419 1.83597 -2.44912
10 C -0.43480 1.79238 -0.14924
11 N 0.66755 2.57700 -0.41126
12 C 1.50212 2.32609 -1.56962
13 C 2.90610 1.85233 -1.12054
14 N 2.87546 1.31016 0.21785
15 S 2.18469 -0.22563 0.31516
16 O 1.72937 -0.41533 1.66011
17 O 1.27764 -0.47508 -0.76850
18 C 3.66408 -1.19695 0.05157
19 C 3.86198 -1.84948 -1.14897
20 C 5.03443 -2.56177 -1.34658
21 C 5.98890 -2.61086 -0.34328
22 C 5.77730 -1.95472 0.86016
23 C 4.60802 -1.24055 1.05926
24 C 2.48621 2.27959 1.22004
25 C 1.39657 3.21682 0.65555
26 C -0.80384 1.39406 1.13698
27 C -1.93892 0.64982 1.41174
28 C -2.20106 0.25809 2.82918
29 H -7.31530 -3.32087 -1.17300
30 H -6.94310 -1.84994 -2.07177
31 H -5.81012 -3.20245 -2.08488
32 H -5.41359 -2.88764 0.36808
33 H -6.53658 -1.53493 0.37731
34 H -3.93371 -1.66132 -1.21461
35 H -5.08493 -0.31789 -1.23714
36 H -3.07536 0.45041 -1.78083
37 H 1.58701 3.24372 -2.16516
38 H 1.04956 1.54775 -2.17730
39 H 3.27156 1.06781 -1.78340
40 H 3.62473 2.67737 -1.12577
41 H 3.09132 -1.79943 -1.90219
42 H 5.20152 -3.07805 -2.27970
43 H 6.90162 -3.16683 -0.49771
44 H 6.52211 -2.00136 1.64004
45 H 4.40566 -0.72490 1.98415
46 H 2.12650 1.70518 2.07357
47 H 3.37219 2.84958 1.52252
48 H 1.86585 4.10821 0.22381
49 H 0.70724 3.54090 1.43488
50 H -0.16102 1.63822 1.96651
51 H -3.08924 0.76577 3.20230
52 H -2.39641 -0.80925 2.90054
53 H -1.35030 0.50737 3.45839

No. 3
Computed, not measured: an isolated molecule of C22H27N5O, with ωB97M-V/def2-TZVPD.

Output
ΔE to the lowest compared entry with this formula, charge and spin = 24.5 kcal/mol
SMILES string = Cc1ccc(-n2ncc3c2CCC[C@@H]3NC(=O)CCc2cnn(C)c2)cc1C
E = -1203.57772 a.u.

Element x y z (Å)
1 C -6.39873 -0.55519 -1.04079
2 C -4.97209 -0.32689 -0.64689
3 C -4.20885 0.63130 -1.29816
4 C -2.88969 0.86659 -0.95631
5 C -2.31650 0.13580 0.07538
6 N -0.98761 0.32747 0.47318
7 N -0.30041 -0.70866 0.97897
8 C 0.89983 -0.25608 1.27662
9 C 1.00323 1.10839 0.96812
10 C -0.22969 1.45242 0.45452
11 C -0.62071 2.83666 0.08615
12 C 0.33785 3.79014 0.80672
13 C 1.78524 3.41414 0.49638
14 C 2.16053 2.04549 1.09273
15 N 3.33257 1.49700 0.41607
16 C 3.30433 1.08822 -0.87117
17 O 2.34944 1.25797 -1.60262
18 C 4.59103 0.43669 -1.35886
19 C 5.05704 -0.73686 -0.49335
20 C 3.96794 -1.72193 -0.21109
21 C 3.97462 -2.71773 0.77916
22 N 2.85450 -3.41625 0.75982
23 N 2.12031 -2.90548 -0.21887
24 C 0.79026 -3.38380 -0.46164
25 C 2.74499 -1.88236 -0.83271
26 C -3.06675 -0.83979 0.72389
27 C -4.38390 -1.08185 0.37415
28 C -5.16671 -2.13879 1.09015
29 H -7.06204 -0.39477 -0.19152
30 H -6.54313 -1.57951 -1.38286
31 H -6.69083 0.12041 -1.84040
32 H -4.65227 1.20398 -2.10015
33 H -2.31168 1.59054 -1.50542
34 H 1.63546 -0.90874 1.70331
35 H -1.65777 3.03832 0.36658
36 H -0.51778 2.98106 -0.99334
37 H 0.14916 4.81526 0.48385
38 H 0.16552 3.73595 1.88453
39 H 2.46778 4.17641 0.87662
40 H 1.90551 3.35105 -0.58537
41 H 2.43170 2.15781 2.15010
42 H 4.13864 1.27693 0.97518
43 H 5.37308 1.19988 -1.39637
44 H 4.40488 0.09362 -2.37753
45 H 5.46264 -0.37881 0.45884
46 H 5.88008 -1.24305 -1.01005
47 H 4.74520 -2.94553 1.48949
48 H 0.06045 -2.68294 -0.04400
49 H 0.68728 -4.34824 0.03104
50 H 0.61917 -3.49317 -1.53255
51 H 2.28402 -1.34643 -1.63639
52 H -2.59260 -1.41180 1.50652
53 H -6.03699 -1.70491 1.58163
54 H -4.55256 -2.62898 1.84039
55 H -5.52500 -2.89097 0.38833

Kohn-Sham gap across the listed records, respectively: 0.18435; 0.30627; 0.32750 Ha.